The following is a quantum chemistry calculation of a 2-piece molecular cluster, C4H10NO overall in a non-equilibrium geometry, from OMol25.

The net charge is +1. The gap between HOMO and LUMO (alpha / beta) is 4.76 / 8.81 eV. The calculation puts the relative energy (zero: lowest compared OMol25 entry of this formula, charge and spin) at 147.81 kcal/mol.

```
16
Properties=species:S:1:pos:R:3:forces:R:3:nbo_charge:R:1
C -0.729312 1.569878 -0.205197 -0.6 -0.4 -0.3 0.719
C -0.837314 2.827129 0.518384 0.1 0.4 0.2 -0.822
C 0.507561 -2.051943 -1.305460 -0.6 -0.8 -1.1 -0.495
C 1.628021 -1.692495 0.774510 0.7 -0.2 1.4 -0.496
N 1.154663 -1.226669 -0.423379 -0.1 2.1 -0.4 -0.152
O -1.627999 1.086362 -0.929465 0.1 -0.1 -0.1 -0.577
H -1.834283 3.288186 0.466936 0.1 -0.2 -0.1 0.252
H -0.536243 2.680814 1.555584 0.0 -0.1 0.1 0.304
H -0.092864 3.510923 0.098279 0.1 0.0 0.0 0.311
H 1.140463 -2.106054 -2.213899 -0.1 -0.1 0.1 0.269
H -0.374858 -1.517033 -1.689906 -0.1 -0.3 0.0 0.243
H 0.270612 -3.067121 -0.951415 0.0 0.2 -0.1 0.201
H 2.714704 -1.495849 0.789937 0.0 -0.2 0.0 0.265
H 1.411053 -2.737093 1.021477 0.0 0.1 0.0 0.200
H 1.287279 -1.006455 1.564314 0.0 -0.2 0.1 0.251
H -2.484420 1.579857 -1.037744 0.4 0.0 0.2 0.526
```
Positions in Å, forces in eV/Å.


The following is a quantum chemistry calculation of C50H47N8NaO5P2 as an isolated structure in a non-equilibrium geometry, from OMol25.

The net charge is -2. The gap between HOMO and LUMO is 5.59 eV.

```
113
Properties=species:S:1:pos:R:3:forces:R:3:mulliken_charge:R:1
Na 2.123726 1.852990 0.668013 0.7 0.5 0.0 0.746
O -1.175531 -1.857593 5.988100 -0.2 -0.1 -0.8 -0.959
C -1.705018 -2.918585 5.457944 0.6 0.3 1.5 0.057
C -1.935985 -4.052604 6.184401 0.2 -0.8 0.1 -0.941
C -2.545908 -5.294445 5.722315 -1.2 0.8 0.2 -0.359
C -3.131714 -5.328960 4.512445 0.8 2.1 -0.3 -1.041
C -2.967018 -4.107127 3.539687 0.3 -0.4 0.4 -0.263
C -2.060143 -2.879540 4.009017 -1.0 -0.3 -0.7 3.073
C -0.846846 -2.544449 3.134770 -0.5 0.6 0.8 -1.347
O -0.641545 -3.121930 2.094079 0.2 -0.3 -0.5 -0.763
N -0.086952 -1.498092 3.648059 -0.4 -1.4 -1.5 -0.261
N 1.082973 -1.270844 2.947988 -2.8 -0.8 -2.0 0.434
C 2.027447 -0.765653 3.539510 1.7 0.8 2.5 -1.006
C 3.406650 -0.553078 3.001308 -1.0 0.6 -0.5 0.743
C 4.300034 -1.561292 3.333767 -0.7 -1.1 0.3 -0.497
C 5.623792 -1.412933 3.008583 0.4 0.1 -0.6 -0.342
C 5.954298 -0.213955 2.329751 2.3 -2.5 0.0 -0.603
C 4.989032 0.659228 1.976268 -0.4 1.6 -0.4 -0.197
N 3.697334 0.550079 2.278660 -0.3 -1.2 1.3 -0.228
H -0.369335 -1.331319 4.652570 0.7 0.3 0.5 0.557
H -1.562126 -4.016291 7.186535 0.1 0.0 0.6 0.402
H -2.751116 -6.084888 6.486645 0.5 0.5 -0.9 0.259
H -3.660423 -6.146993 4.112779 -0.5 -1.0 -0.3 0.444
H -2.526806 -4.569177 2.630311 -0.6 0.8 0.0 0.282
H 1.865326 -0.713005 4.620168 0.7 0.7 0.3 0.448
H 3.827563 -2.510565 3.707658 0.9 1.1 -0.1 0.328
H 6.321479 -2.258954 3.188083 -0.3 0.9 -0.2 0.361
H 6.977171 -0.116596 1.883785 -1.0 0.2 0.7 0.285
H 5.261705 1.554011 1.445309 -0.1 0.1 -0.4 0.474
C -0.925389 -0.522502 -1.523767 -1.1 3.0 -1.2 -0.455
C -0.159187 -1.289941 -0.497884 -0.7 -1.1 -0.2 0.546
P 1.538996 -0.633770 -0.309786 0.4 -0.3 0.4 0.995
C 1.841272 -0.372238 -2.083146 0.9 0.1 -0.4 0.351
C 1.987104 -1.472951 -2.913238 0.3 -0.9 0.1 -0.028
C 2.054027 -1.312523 -4.288789 -0.7 0.9 1.3 -0.803
C 1.844571 -0.042885 -4.837818 0.5 -1.5 -0.5 -0.777
C 1.732425 1.048174 -4.049434 0.4 1.2 1.6 -0.939
C 1.853279 0.899725 -2.660807 -0.8 -0.7 0.0 0.152
C 2.639177 -2.085547 0.111913 0.5 0.2 0.1 -0.107
C 2.233582 -3.133904 0.922140 -0.5 -1.7 0.8 0.027
C 3.129013 -4.209178 1.207284 0.1 0.8 -1.2 -0.789
C 4.448331 -4.211674 0.694511 -1.8 1.2 0.4 -0.536
C 4.881132 -3.118541 -0.086768 -0.9 -0.7 1.2 -0.940
C 3.995947 -2.071132 -0.303168 -0.4 0.5 -0.6 0.094
C -2.473571 -0.687389 -1.451079 1.0 0.2 1.1 -1.296
P -2.990754 0.162538 0.144000 -0.3 0.4 -0.4 0.066
C -4.694568 0.774598 -0.221427 -0.5 -0.2 0.3 0.874
C -5.515630 1.087588 0.877129 -0.4 -0.2 -1.3 -0.675
C -6.831080 1.524778 0.729058 0.2 2.1 2.8 -0.602
C -7.360707 1.827005 -0.502008 -0.4 -0.2 -0.6 -0.553
C -6.544991 1.510411 -1.582555 -0.7 0.0 -1.9 -0.455
C -5.251584 0.995886 -1.474976 0.2 0.1 -1.0 -0.333
C -3.452613 -1.111895 1.351547 0.3 0.0 0.8 0.624
C -3.153979 -0.891735 2.650399 1.3 0.3 0.2 -0.300
C -3.269234 -1.894383 3.763417 -0.8 -0.4 -1.2 -0.736
C -4.208943 -3.067339 3.314535 1.3 -0.9 2.3 0.074
C -4.752123 -3.060449 1.968404 0.8 1.0 -1.4 -1.454
C -4.293636 -2.251507 0.991083 -1.1 -0.6 -0.8 -0.634
H -0.668765 -0.697581 -2.581009 0.4 -0.4 0.5 0.458
H -0.719569 0.605375 -1.414068 -0.3 -1.3 -0.1 -0.093
H -0.263293 -2.313512 -0.848275 0.8 -0.6 0.1 0.349
H -0.738975 -1.327328 0.422258 0.4 0.4 0.4 -1.005
H 2.080933 -2.483908 -2.439874 -0.2 0.9 -0.7 0.232
H 2.142488 -2.193913 -4.843916 0.2 -0.9 -1.2 0.466
H 1.853989 0.098321 -5.888940 -0.2 -0.1 -0.9 0.406
H 1.604691 2.040918 -4.475034 0.1 -0.2 0.0 0.551
H 1.843029 1.743611 -2.008889 -0.1 0.7 0.2 0.432
H 1.222540 -3.214893 1.413027 1.1 0.4 -1.0 0.362
H 2.719628 -5.086540 1.713222 0.3 0.4 0.2 0.407
H 5.084087 -4.978070 1.063089 0.7 -0.7 -0.3 0.387
H 5.898453 -3.122645 -0.433098 0.2 0.4 -0.2 0.423
H 4.328229 -1.174937 -0.825455 0.1 -0.2 -0.1 0.374
H -2.699768 -1.742458 -1.547725 -0.4 -0.3 0.3 0.491
H -2.927500 -0.180245 -2.288908 -0.1 0.3 -0.2 0.746
H -5.117197 0.979496 1.843899 0.4 -0.2 1.2 0.467
H -7.299066 1.981058 1.689038 0.4 -1.3 -1.7 0.170
H -8.367682 2.301145 -0.599538 1.0 -0.6 -0.1 0.340
H -6.917487 1.623910 -2.629165 0.3 0.2 1.0 0.344
H -4.702021 0.847391 -2.447109 -0.6 0.1 1.2 0.052
H -2.639029 0.020826 2.963652 0.0 0.0 -0.5 0.338
H -3.546950 -1.443182 4.712385 -0.1 0.2 0.0 0.504
H -5.002618 -3.211422 4.075590 0.3 -0.3 -0.4 0.401
H -5.515137 -3.764298 1.802817 -0.8 -0.9 -0.6 0.488
H -4.673716 -2.292984 -0.085990 0.4 -0.1 1.7 0.310
O 4.713877 1.106862 -0.964546 0.3 0.4 -0.8 -0.173
N 4.951235 2.044086 -1.782666 -0.3 -0.6 1.3 -0.885
N 4.459471 3.182691 -1.382249 -0.7 -0.3 1.0 0.924
O 3.683847 3.344995 -0.306079 0.8 -0.4 -0.7 -0.749
C 4.440509 4.201897 -2.334826 -0.6 0.6 -0.8 -0.133
C 5.424477 4.410278 -3.291915 2.0 -0.8 0.4 -0.267
C 5.283831 5.423206 -4.210058 -1.3 0.3 0.0 -0.468
C 4.063976 6.112285 -4.317381 1.5 0.4 0.1 -0.545
C 3.088859 5.927815 -3.384296 0.2 -0.4 0.7 -0.583
C 3.322112 5.019551 -2.370709 -1.0 -0.2 0.2 0.012
H 6.394904 3.841226 -3.264190 -1.3 0.5 0.1 0.321
H 6.114426 5.755196 -4.788869 0.4 -0.1 -0.6 0.381
H 4.005432 6.962296 -4.947820 -0.1 0.5 -0.9 0.341
H 2.191742 6.522017 -3.341621 -0.2 0.1 -0.2 0.427
H 2.536229 4.894998 -1.651357 0.1 -0.3 0.5 0.485
C -1.059801 3.818439 -3.430036 -0.1 2.2 1.2 -0.706
N -1.342215 3.568570 -1.944347 1.9 0.6 0.3 0.138
C -2.740664 3.657016 -1.481670 0.3 -0.8 -1.6 -0.970
C -0.259903 3.625859 -1.080248 -3.1 -1.0 -2.2 0.355
N 0.639874 3.418115 -0.390656 0.3 0.4 0.6 -0.617
H -1.218736 2.918150 -4.062090 0.2 0.7 0.6 0.227
H -0.021121 4.277599 -3.399429 -1.0 -1.1 -0.6 0.230
H -1.720092 4.709624 -3.806884 0.8 -1.9 0.7 0.274
H -2.890315 3.356014 -0.465298 0.3 0.3 0.7 0.455
H -3.287917 2.914748 -2.060779 0.0 -0.2 -0.2 0.249
H -3.197025 4.585380 -1.808873 0.1 0.5 0.5 0.384
O -4.425160 2.721624 -4.621145 -0.5 0.0 0.7 -0.733
C -4.154017 2.495827 -5.789532 1.0 0.0 -0.5 0.471
N -3.770057 2.292841 -6.889695 -0.4 0.0 0.0 -0.720
```
Positions in Å, forces in eV/Å.


The following is a quantum chemistry calculation of a 2-piece molecular cluster, C30H28BrN5O4 overall in a non-equilibrium geometry, from OMol25.

The SMILES is O=c1[nH]cnc2c1c(-c1ccc(Br)cc1)cn2-c1ccccc1.CNC(=O)[C@H](Cc1ccc(O)cc1)NC(C)=O. The gap between HOMO and LUMO is 8.28 eV.

```
68
Properties=species:S:1:pos:R:3:forces:R:3:nbo_charge:R:1
O -5.091854 -1.377636 -2.830802 -0.1 0.6 -0.3 -0.628
O -1.229214 0.876870 5.862589 -0.2 0.1 0.1 -0.627
O 0.211839 4.025006 2.701740 0.0 -0.4 0.0 -0.636
Br -2.599119 4.409073 -5.626147 0.0 -0.4 0.2 0.051
N -2.944147 -3.782100 -0.473603 -0.2 -0.2 0.1 -0.488
O 4.154673 1.113597 -2.384031 -0.4 0.4 -0.6 -0.667
C -4.375813 -2.032568 -2.092205 -0.3 1.8 -1.6 0.645
C -0.301487 0.811313 5.073240 -0.2 -0.9 1.4 0.674
C 1.027801 3.139622 2.475586 -1.1 0.8 0.6 0.672
C -4.219033 -3.978022 -0.715288 1.7 1.2 -0.3 0.289
C -2.968604 -1.765733 -1.833174 0.4 0.4 0.2 -0.243
C -1.977072 -0.771456 -2.263202 -0.5 -0.5 0.0 -0.022
C -0.774210 -1.181635 -1.743388 -1.0 0.0 -0.1 -0.043
C -2.312154 -2.676445 -1.040648 -0.6 -0.5 0.1 0.343
C 2.128845 -4.250165 1.138264 -0.2 0.1 -0.2 -0.217
C 2.298495 -3.924240 -0.210544 -0.5 0.2 0.3 -0.203
C 0.924389 -3.949410 1.782168 0.0 0.1 -0.6 -0.206
C -1.213618 2.105354 -4.601977 -0.1 0.0 0.1 -0.232
C -3.474468 2.357938 -3.802550 0.2 -0.1 0.0 -0.234
C 3.581505 0.307172 -0.193119 -1.1 0.4 0.0 -0.297
C 1.957669 1.537475 -1.542046 0.2 -0.3 0.6 -0.299
C -1.078161 0.934676 -3.848314 -0.5 0.4 -0.1 -0.231
C -3.337713 1.188868 -3.045622 0.3 0.3 -0.3 -0.188
C 1.268857 -3.284444 -0.909383 0.0 -0.1 0.2 -0.239
C -0.110508 -3.326079 1.074964 0.2 0.0 0.0 -0.232
C 2.629869 0.188456 0.837682 -0.2 0.5 -1.2 -0.212
C 1.012879 1.427508 -0.506112 1.4 -0.5 0.0 -0.132
C -2.413557 2.818278 -4.585119 0.0 -0.6 0.4 -0.087
C 3.244648 0.985016 -1.385404 -0.3 -0.4 1.1 0.309
C -2.142060 0.453649 -3.064891 -0.1 0.3 -0.2 0.019
C 0.053977 -2.980608 -0.274745 1.2 -0.8 0.8 0.222
C 1.348691 0.752611 0.682954 0.1 0.1 -0.1 -0.076
N -4.958816 -3.119521 -1.509905 1.2 -2.0 1.7 -0.586
N -0.963684 -2.324913 -0.978154 -1.0 -0.2 -0.2 -0.381
N 2.163442 3.380780 1.804080 0.7 -0.2 -0.2 -0.609
N -0.227684 1.650748 4.041133 0.9 1.2 -1.6 -0.611
C 0.781017 -0.231074 5.285793 -0.1 0.3 -0.1 -0.715
C 2.548654 4.672566 1.232565 -0.3 -0.2 0.1 -0.419
C 0.377828 0.744815 1.844334 0.2 0.0 -0.7 -0.419
C 0.788821 1.698362 2.981922 -0.2 -0.4 0.2 -0.120
H 4.998772 0.718089 -2.164927 0.1 -0.2 0.3 0.484
H -4.703424 -4.845547 -0.276614 -0.1 0.2 -0.1 0.201
H 0.174658 -0.671389 -1.862733 -0.1 -0.4 0.4 0.237
H 2.927104 -4.746085 1.683143 -0.1 0.1 -0.1 0.217
H 3.229183 -4.166480 -0.715506 -0.2 0.1 0.0 0.219
H 0.783929 -4.214019 2.826362 0.0 0.1 -0.2 0.221
H -0.390053 2.463716 -5.211660 -0.1 -0.1 0.1 0.225
H -4.408432 2.911475 -3.783350 0.1 -0.1 0.0 0.229
H 4.561863 -0.128073 -0.075200 0.2 -0.1 0.0 0.212
H 1.713625 2.063057 -2.453391 0.0 0.0 -0.1 0.234
H -0.140040 0.391627 -3.893514 -0.1 0.0 0.0 0.214
H -4.170851 0.865841 -2.431473 0.1 -0.1 -0.2 0.238
H 1.406435 -3.034286 -1.957025 -0.1 0.0 0.1 0.223
H -1.051729 -3.105791 1.571630 0.1 0.0 -0.1 0.232
H 2.882361 -0.335270 1.749867 0.0 -0.1 0.1 0.219
H 0.036587 1.883606 -0.617695 0.0 0.0 0.0 0.222
H -5.924368 -3.310036 -1.740760 0.1 0.2 0.0 0.432
H 2.753043 2.588564 1.598235 0.0 0.1 0.0 0.403
H -0.945505 2.361562 4.003685 0.0 0.1 0.0 0.432
H 1.743385 0.262493 5.399929 0.2 -0.1 -0.1 0.219
H 0.800316 -0.918530 4.444139 0.2 -0.1 -0.1 0.217
H 0.555309 -0.783972 6.197085 -0.1 0.1 -0.1 0.248
H 2.826443 4.547663 0.184591 0.0 -0.1 0.1 0.203
H 3.396595 5.084169 1.780991 0.0 0.0 0.0 0.199
H 1.718912 5.380910 1.289931 0.1 -0.3 0.1 0.240
H 0.306311 -0.273595 2.226722 -0.1 0.0 0.2 0.221
H -0.612334 1.031418 1.485344 0.0 0.0 0.1 0.226
H 1.740980 1.355177 3.383555 0.1 -0.1 0.1 0.207
```
Positions in Å, forces in eV/Å.


Number 1: electronic energy -287.92754 Eh. Number 2: electronic energy -3592.60583 Eh. Number 3: electronic energy -4308.83905 Eh.